16
Properties=species:S:1:pos:R:3:forces:R:3 method="wB97M-V/def2-TZVPD" homo_lumo_gap_ev=7.20 total_energy_ev=-18099.2116 total_charge=+1 homo_ev=-11.599 lumo_ev=-4.397
S 3.999 -0.103 -0.023 0.0 -0.4 -0.1
N 1.530 0.910 0.045 0.0 1.7 -0.6
N -0.725 0.176 0.166 0.6 1.5 -1.5
C -2.101 0.355 -0.283 -2.3 1.7 2.6
C 2.238 -0.162 0.002 4.2 3.3 0.5
C -0.479 -0.969 0.674 -0.4 -0.8 0.0
C 0.214 1.146 -0.084 -2.8 0.2 -0.1
H 1.907 -1.065 -0.155 -2.4 -4.3 -0.6
H 1.944 1.855 0.013 0.8 -0.9 0.2
H -2.614 1.181 0.315 1.0 -0.8 -0.1
H -2.649 -0.546 0.111 0.3 0.9 -1.6
H -0.133 2.119 -0.445 0.3 -0.6 0.4
H 0.500 -1.169 0.960 1.0 -0.7 0.8
H -1.305 -1.630 0.745 -0.1 -0.7 0.4
H 4.274 -1.429 -0.341 -0.7 1.1 0.3
H -2.248 0.818 -1.250 0.4 -1.1 -0.7

***

16
Properties=species:S:1:pos:R:3:forces:R:3 method="wB97M-V/def2-TZVPD" homo_lumo_gap_ev=9.10 smiles="C[C@H]1SCNC1=[NH2+]" total_energy_ev=-18102.4542 total_charge=+1 homo_ev=-13.121 lumo_ev=-4.019
S -2.182 0.183 0.154 -0.4 0.0 -0.1
N -0.296 -1.657 0.087 2.3 1.9 1.1
N 1.554 -0.464 0.906 -1.5 -1.4 0.0
C -1.682 -1.536 -0.292 -1.8 -0.8 0.3
C 0.243 -0.506 0.558 2.5 -3.2 -0.5
C 0.147 1.942 -0.066 -0.1 -1.1 -0.6
C -0.521 0.725 0.626 -1.0 0.8 2.7
H -0.617 0.934 1.778 0.4 -0.2 -2.0
H 0.359 -2.490 0.073 -1.7 1.1 -0.3
H -1.941 -1.511 -1.355 0.9 -0.9 0.0
H 1.040 2.253 0.544 -0.8 -0.1 -0.9
H -2.277 -2.359 0.217 0.5 1.3 -0.5
H 0.417 1.534 -1.103 -0.2 1.3 1.3
H 2.109 -1.197 1.372 -0.6 0.4 -0.8
H -0.600 2.765 -0.076 0.7 -0.5 -0.3
H 1.853 0.457 1.017 1.0 1.4 0.6

***

16
Properties=species:S:1:pos:R:3:forces:R:3 method="wB97M-V/def2-TZVPD" homo_lumo_gap_ev="7.56 / 6.53" total_energy_ev=-18095.7298 s_squared=2.0089 total_charge=+1 homo_ev="-10.694 / -13.867" multiplicity=3 lumo_ev="-3.132 / -7.339"
S -2.592 -0.459 0.368 -3.4 -0.5 -0.1
N -0.578 1.664 -0.378 -1.1 -1.0 3.6
N 0.003 -1.057 -1.173 -0.1 -1.0 -4.8
C 2.138 0.149 -0.024 2.7 1.5 -0.4
C -0.112 -0.773 0.075 -0.2 2.3 3.1
C 2.462 -0.284 1.057 -1.4 -0.3 0.3
C -0.624 0.528 0.420 2.4 -0.7 -0.4
H -0.413 1.570 -1.337 -0.1 0.6 -1.3
H -0.019 -1.538 0.875 -0.1 0.6 -0.9
H -1.012 2.467 0.119 0.7 -0.5 -1.6
H -0.720 0.707 1.470 0.3 0.3 0.4
H 2.366 0.801 -0.867 -0.6 -0.7 0.2
H 0.239 -1.933 -1.617 0.1 -0.3 0.8
H 2.081 -0.680 1.973 0.9 -0.2 0.4
H -2.681 -0.501 1.713 0.0 -0.1 -0.1
H -0.090 -0.362 -1.921 0.0 -0.2 0.8

***

17
Properties=species:S:1:pos:R:3:forces:R:3 method="wB97M-V/def2-TZVPD" homo_lumo_gap_ev=8.75 smiles="C[N@@H+]1C=CNC1(S)S" total_energy_ev=-28935.0622 total_charge=+1 homo_ev=-13.082 lumo_ev=-4.331
S -1.715 -1.620 0.525 0.1 0.8 -1.9
S -2.042 1.481 -0.726 0.7 -2.0 1.1
N 0.323 -0.008 -0.644 1.2 0.6 -1.2
N -0.301 0.526 1.464 -2.1 0.5 2.1
C 0.889 -1.294 -1.133 2.2 0.3 0.2
C 0.828 1.212 1.198 2.3 -0.7 -1.7
C 1.419 0.774 0.071 -1.9 1.0 0.5
C -0.814 -0.067 0.301 -2.1 1.9 -0.1
H -2.998 0.574 -1.027 0.2 0.3 -0.1
H -1.492 -1.600 1.788 0.3 -0.1 1.8
H 1.564 -1.736 -0.269 -1.7 0.6 -2.2
H -0.919 0.846 2.245 0.6 -0.6 -1.3
H 2.304 1.146 -0.410 -0.1 -0.2 -0.4
H 1.440 -0.972 -2.017 1.2 0.2 0.5
H -0.036 0.674 -1.408 0.6 -1.7 0.9
H 1.298 1.973 1.768 -0.1 0.3 1.1
H 0.253 -1.909 -1.725 -1.4 -0.9 0.9

***

Calculated max |F|, 5.4 4.1 4.9 3.0 eV/A (same order as the records).